*one*
# H3NO2

A 2-piece molecular cluster, H3NO2 overall (the ωB97M-V functional and the def2-TZVPD basis, the OMol25 dataset).

Last column: Mulliken charge in e.
Positions of all 6 atoms, in Å:
H (1.4231, 1.4163, 1.1289)  0.23
H (-0.6970, -1.1019, -0.7946)  0.35
H (-1.5806, -0.3874, 0.1433)  0.30
N (1.3429, 1.1103, 0.1018)  0.00
O (1.1317, -0.0849, 0.0454)  -0.25
O (-1.6201, -0.9523, -0.6248)  -0.62

Values from the calculation:
SMILES: N=O.O
2S+1: 1
E_HOMO, Ha: -0.376

*two*
# H3NO2

H3NO2 in the gas phase (the ωB97M-V functional and the def2-TZVPD basis, the OMol25 dataset).

Last column: Mulliken charge in e.
Positions of all 6 atoms, in Å:
N (-1.1718, 0.2696, 0.0709)  -0.39
O (1.2641, -0.0213, 0.2066)  -0.35
O (0.2727, 0.8977, -0.2710)  -0.17
H (-0.9486, -0.0188, 1.0419)  0.30
H (-1.1006, -0.5979, -0.5349)  0.28
H (1.6842, -0.5294, -0.5135)  0.34

Values from the calculation:
SMILES: NOO
2S+1: 1
E_HOMO, Ha: -0.397

*three*
# H3NO2

A 2-piece molecular cluster, H3NO2 overall (the ωB97M-V functional and the def2-TZVPD basis, the OMol25 dataset).

Last column: Mulliken charge in e.
Positions of all 6 atoms, in Å:
N (0.6847, -0.3861, 0.2338)  -0.44
O (-1.3731, 0.9297, -1.0230)  -0.24
O (-1.1305, 0.6049, 0.2759)  -0.19
H (0.5773, -0.7689, 1.1813)  0.25
H (1.3397, 0.4401, 0.0852)  0.27
H (-1.1991, 0.1400, -1.4714)  0.36

Values from the calculation:
2S+1: 1
E_HOMO (alpha / beta), Ha: -0.386 / -0.366

It comes down to *one*, which is 178.9 kJ/mol more stable than the next structure.

*one*
# H3NO2

A 2-piece molecular cluster, H3NO2 overall (the ωB97M-V functional and the def2-TZVPD basis, the OMol25 dataset).

Last column: Mulliken charge in e.
Positions of all 6 atoms, in Å:
H (-1.3104, -0.6738, 0.3207)  0.33
H (-2.7351, -0.2441, -0.0667)  0.31
H (1.3815, 1.0632, 0.0252)  0.21
N (1.6608, 0.0326, 0.0449)  0.09
O (-1.8136, 0.0020, -0.1533)  -0.64
O (2.8167, -0.1800, -0.1708)  -0.30

Values from the calculation:
SMILES: N=O.O
2S+1: 1
E_HOMO, Ha: -0.349

*two*
# H3NO2

A 2-piece molecular cluster, H3NO2 overall (the ωB97M-V functional and the def2-TZVPD basis, the OMol25 dataset).

Last column: Mulliken charge in e.
Positions of all 6 atoms, in Å:
H (-2.0083, 0.2462, 0.8203)  0.22
H (-0.9532, -0.7017, 0.0345)  0.24
H (-1.6707, 0.5728, -0.7129)  0.23
N (-1.8429, -0.1985, -0.0820)  -0.68
O (3.8772, -0.4188, -0.0514)  0.00
O (2.5978, 0.5000, -0.0084)  -0.01

Values from the calculation:
SMILES: O=O.N
2S+1: 1
E_HOMO, Ha: -0.378

It comes down to *one*, which is 495.5 kJ/mol more stable than the next structure.

*one*
# C3H8O2

A 2-piece molecular cluster, C3H8O2 overall (the ωB97M-V functional and the def2-TZVPD basis, the OMol25 dataset).

Last column: Mulliken charge in e.
Positions of all 13 atoms, in Å:
C (1.4948, -0.1341, 1.3005)  -0.19
O (0.9392, 0.1208, 2.5810)  -0.53
H (1.9752, -1.1356, 1.3984)  0.29
H (2.1617, 0.7066, 1.1279)  0.21
H (0.7051, -0.2059, 0.5437)  -0.09
H (0.7315, -0.6940, 3.0355)  0.30
O (-1.7735, -1.4574, -1.8785)  -0.49
C (-0.9530, -0.5906, -1.7404)  0.15
C (-1.3104, 0.8000, -1.2713)  -0.80
H (0.1313, -0.7194, -1.6017)  0.30
H (-1.9676, 0.6296, -0.4011)  0.26
H (-0.4484, 1.3775, -0.9223)  0.27
H (-1.6858, 1.3025, -2.1716)  0.31

Values from the calculation:
SMILES: CC=O.CO
2S+1: 1
E_HOMO, Ha: -0.365

*two*
# C3H8O2

C3H8O2 in the gas phase (the ωB97M-V functional and the def2-TZVPD basis, the OMol25 dataset).

Last column: Mulliken charge in e.
Positions of all 13 atoms, in Å:
C (0.5147, 0.4084, -1.8232)  -0.63
C (0.7391, -0.3053, 0.3446)  -0.76
O (-0.4141, 0.2886, -0.6692)  -0.26
C (-0.1600, -0.8783, 1.3174)  -0.12
O (-1.0232, 0.0915, 1.8443)  -0.58
H (0.8779, -0.5919, -2.0356)  0.33
H (1.3759, 1.0371, -1.5824)  0.31
H (-0.1245, 0.7994, -2.6080)  0.29
H (1.1486, 0.6183, 0.7937)  0.16
H (-0.6450, 1.1951, -0.3759)  0.39
H (-0.7408, -1.7059, 0.9087)  0.25
H (0.4721, -1.1781, 2.1566)  0.30
H (-1.9443, 0.2150, 1.6206)  0.30

Values from the calculation:
2S+1: 1
E_HOMO, Ha: -0.266

It comes down to *one*, which is 335.9 kJ/mol more stable than the next structure.